Computed, not measured: a cluster of 3 separate species, C15H20N2O2 in total, with ωB97M-V/def2-TZVPD.

CARTESIAN COORDINATES (ANGSTROEM)
C1 -1.62 -3.53 0.88
C2 -3.12 -3.64 0.86
C3 -3.76 -4.80 0.68
C4 -5.23 -4.88 0.68
O1 -5.82 -5.88 0.33
C5 -5.98 -3.68 1.14
C6 -5.37 -2.51 1.31
C7 -3.92 -2.39 1.05
O2 -3.39 -1.30 1.00
H1 -1.25 -4.30 1.57
H2 -1.17 -3.73 -0.09
H3 -1.30 -2.57 1.26
H4 -3.23 -5.73 0.51
H5 -7.04 -3.79 1.33
H6 -5.88 -1.62 1.64
C8 0.34 2.04 1.60
C9 0.34 1.70 0.12
C10 -0.35 0.37 -0.19
C11 0.38 -0.77 0.37
N1 0.93 -1.67 0.83
H7 0.91 1.31 2.18
H8 0.79 3.02 1.77
H9 -0.67 2.07 2.00
H10 1.36 1.68 -0.26
H11 -0.18 2.48 -0.43
H12 -0.42 0.23 -1.27
H13 -1.36 0.36 0.21
C12 4.67 4.79 -2.28
C13 4.96 3.84 -1.12
C14 5.00 2.37 -1.54
C15 3.70 1.89 -2.00
N2 2.67 1.52 -2.35
H14 3.68 4.60 -2.71
H15 4.70 5.82 -1.95
H16 5.41 4.67 -3.08
H17 4.21 3.98 -0.34
H18 5.92 4.10 -0.68
H19 5.32 1.75 -0.71
H20 5.74 2.23 -2.34

Computed properties:
- E_tot: -843.516676 a.u.
- SMILES: CC1=CC(=O)C=CC1=O.CCCC#N.CCCC#N
- HOMO: -10.050 eV
- Kohn-Sham gap: 8.818 eV
- 2S+1: 1
- Energy above the lowest of the compared OMol25 structures with the same formula, charge and spin: 288.8 kJ/mol

Atom charges from the Mulliken analysis, given in e for atoms 1 to 6: atom 1 (C): -1.225, atom 2 (C): 0.716, atom 3 (C): -0.329, atom 4 (C): 0.115, atom 5 (O): -0.547, atom 6 (C): -0.385